# 1
Entry from the Open Molecules 2025 dataset: a structure of composition C38H38BrEuN6O6S at a distorted geometry (ωB97M-V with the def2-TZVPD basis set).

The geometry in XYZ format:
```
91
C38H38BrEuN6O6S, DFT ωB97M-V with the def2-TZVPD basis set
C -1.564 -0.311 -3.723
N 0.514 -1.694 2.968
H 5.135 -0.715 -3.001
H -4.952 -3.240 2.506
Eu -0.976 0.606 -1.545
H 2.747 -4.237 5.291
H 1.968 -1.153 0.224
H -0.465 6.395 -4.555
H 1.921 3.122 -5.484
C -4.667 -1.619 3.880
H 1.114 2.203 -4.190
N 2.045 2.565 -0.383
C -0.735 5.857 -3.658
C -1.879 0.586 -4.741
C -4.043 -1.551 1.564
C 1.711 -4.130 5.602
H -3.959 -2.020 0.593
H -3.619 -3.643 -6.236
C -3.687 0.374 2.962
H 1.668 -1.992 5.361
H -3.010 -5.402 -4.610
H -5.076 -2.151 4.728
H 1.608 2.082 0.406
Br -0.538 -2.412 -1.491
O 0.395 4.099 -4.662
O -2.648 -0.230 -0.471
C -1.890 5.692 -1.586
H -1.609 1.636 -4.643
H 4.021 -0.009 6.900
H -1.670 -4.812 -2.617
N 2.939 1.692 -1.034
H 4.941 -2.412 3.481
H 5.240 -1.895 5.883
C 3.879 -0.243 5.853
C 4.729 0.091 -2.395
C 1.457 3.194 -4.501
H 2.186 3.582 -3.781
S -0.133 0.285 1.426
C -2.647 -2.063 -5.154
H 0.517 -3.764 3.151
C -0.607 3.763 -2.412
O 4.274 -1.359 0.975
H -1.846 7.463 -2.791
H -0.378 -1.436 3.371
C -1.611 -2.743 -3.103
H 5.202 0.078 -1.410
H 1.279 2.812 -1.036
H 1.678 -4.102 6.687
N -2.010 2.312 -0.299
C -2.946 0.452 0.574
C -0.284 4.556 -3.548
C -1.932 -1.676 -3.974
C -2.928 -1.076 -6.122
H 1.159 -5.005 5.268
O -0.119 2.557 -2.244
C 0.858 -0.959 1.912
C 3.021 0.521 5.078
C 1.104 -2.861 5.019
C 3.500 -0.859 3.168
C 3.338 -1.175 1.722
C -4.587 -2.231 2.639
N -2.727 1.736 0.733
H 2.119 -3.009 3.109
H -3.330 1.387 3.065
C -1.522 6.440 -2.677
H -2.717 0.962 -6.690
C -2.715 -4.376 -4.454
C 2.827 0.216 3.743
C -2.525 0.214 -5.932
C -1.477 4.360 -1.447
N 2.047 -1.201 1.239
C -3.047 -3.401 -5.351
O 3.346 -0.212 -2.286
C 4.566 -1.303 5.280
C 2.517 0.544 -1.582
H 2.495 1.358 5.515
H 0.075 -2.754 5.368
C -3.586 -0.244 1.719
H 2.168 0.828 3.145
H -2.680 4.140 0.344
H 4.897 1.044 -2.902
C 1.105 -2.903 3.492
C 4.394 -1.601 3.939
H -4.303 0.173 4.995
C -4.224 -0.313 4.033
H -3.459 -1.365 -7.019
H -2.553 6.110 -0.840
C -2.072 3.598 -0.384
O 1.368 0.133 -1.397
H 3.845 2.090 -1.238
C -1.966 -4.046 -3.315
```

Calculated values
Largest force on an atom = 0.062 Eh/bohr
Net charge = -1
Highest occupied orbital energy (alpha / beta) = -2.0 / -4.2 eV
Molar mass = 938.69 g mol⁻¹
Energy = -5933.43681 hartree
Spin multiplicity = 8
HOMO-LUMO gap (alpha / beta) = 4.1 / 6.3 eV



# 2
Entry from the Open Molecules 2025 dataset: a structure of composition C38H38ClOP2STi at a distorted geometry (ωB97M-V with the def2-TZVPD basis set).

The geometry in XYZ format:
```
82
C38H38ClOP2STi, DFT ωB97M-V with the def2-TZVPD basis set
C 2.608 -3.014 -3.747
C 2.299 3.527 0.841
C -0.280 -4.582 2.982
H 1.115 5.046 -1.180
H 2.556 -2.624 1.142
H -0.897 3.546 2.042
C 1.892 4.885 -3.188
H -0.772 -4.251 -2.616
C 0.689 -0.492 4.395
P 0.108 2.337 -0.440
C 0.499 -3.363 1.051
C 1.340 -3.196 -1.693
C -3.132 4.837 -0.924
H 2.576 4.419 -5.183
C -4.164 4.099 -0.327
H 1.602 -5.019 -0.521
C 1.986 -3.710 2.932
C 3.169 -4.277 -3.460
H -3.316 5.829 -1.341
C 1.897 -4.467 -1.418
H 0.255 4.637 3.940
H -5.168 4.522 -0.282
C -2.623 2.281 0.108
S -0.627 -0.963 3.274
C -3.912 2.822 0.177
H -4.718 2.241 0.614
H 2.703 5.100 3.844
H 2.947 -3.566 3.407
C 2.197 4.618 3.005
C 1.755 -3.178 1.656
H 2.888 3.235 -0.043
C 2.088 4.039 -4.285
C -1.722 0.402 3.669
H 0.630 0.551 4.739
C 1.668 2.707 -4.215
H 3.269 -5.993 -2.099
H -5.049 -4.222 -1.922
P 0.170 -2.426 -0.496
H -1.392 1.436 3.516
C -4.044 -3.878 -1.659
H 2.881 -2.457 -4.644
H 3.905 -4.689 -4.151
Cl 3.028 0.017 -0.262
H 0.716 1.168 -3.019
H -2.430 1.285 0.493
C -0.517 -4.077 1.704
H 1.825 2.047 -5.077
Ti 1.014 -0.004 0.587
C 2.933 4.206 1.884
H -3.057 -5.095 -3.190
H -1.479 -4.251 1.200
C 1.696 -2.460 -2.841
H -4.756 -2.523 -0.090
H -2.021 0.236 4.689
H -2.460 -1.738 0.502
O -0.033 -0.055 2.068
C -3.889 -2.920 -0.638
C -1.492 -2.993 -1.002
C -1.656 -3.901 -2.069
C 0.913 3.316 0.888
H 1.132 -4.805 4.596
C -1.585 3.030 -0.477
H 1.238 -1.480 -3.031
C 1.287 4.390 -2.032
C 0.964 -4.412 3.588
C 0.180 3.689 2.029
H 1.690 -0.767 4.047
H 0.508 -1.185 5.204
H 2.203 5.928 -3.224
C 2.826 -5.006 -2.317
C -2.937 -4.365 -2.380
H -1.429 0.149 -1.804
C -2.606 -2.464 -0.309
C -1.855 4.291 -1.012
H -1.782 -0.102 -1.222
H -1.046 4.835 -1.510
C 0.833 4.336 3.075
C 0.871 3.054 -1.954
C 1.068 2.203 -3.059
H -1.081 -5.142 3.474
H 4.004 4.416 1.827
H -2.693 0.400 3.166
```

Calculated values
Largest force on an atom = 0.073 Eh/bohr
Net charge = +3
Highest occupied orbital energy (alpha / beta) = -16.5 / -16.5 eV
Molar mass = 688.06 g mol⁻¹
Energy = -3935.63939 hartree
HOMO-LUMO gap (alpha / beta) = 5.6 / 5.6 eV



# 3
Entry from the Open Molecules 2025 dataset: a structure of composition C38H38CrN4O5S3 at a distorted geometry (ωB97M-V with the def2-TZVPD basis set).

The geometry in XYZ format:
```
89
C38H38CrN4O5S3, DFT ωB97M-V with the def2-TZVPD basis set
C -3.127 1.945 -1.256
H 3.014 1.222 -4.361
N -0.009 1.453 0.523
C -2.462 5.524 0.936
C -1.134 -3.071 1.616
C -1.197 3.612 0.203
N 0.934 2.097 1.197
H 4.091 -0.384 -3.037
H -4.512 -0.928 -2.333
C -0.166 -4.120 -1.901
H -1.179 0.850 6.783
C 0.756 -6.571 -0.956
O 0.536 0.666 -1.954
H -2.940 0.928 6.452
C -4.031 1.124 -1.890
C -1.323 -2.503 2.905
O -2.151 -0.976 6.684
S 1.921 -0.358 1.654
O 1.028 -1.566 -1.032
C -1.537 -4.500 1.337
H 1.532 -2.008 -3.362
C 2.535 5.074 -2.995
H -4.886 1.537 -2.401
H 0.473 4.047 -1.050
H 4.061 -2.631 -1.792
H -0.504 -3.157 -2.263
S 0.901 1.384 -3.192
C -3.821 -0.253 -1.858
C -0.344 4.465 -0.489
C -0.380 -6.507 -1.749
H 2.319 -5.435 -0.013
H 2.668 -0.232 -1.994
H -1.851 -4.571 0.300
H -1.525 -4.383 3.934
C -0.563 5.830 -0.489
H 0.091 6.473 -1.057
H 2.483 5.984 -3.573
C -0.840 -5.287 -2.219
C -1.862 -1.371 5.436
C -2.260 4.155 0.923
C 1.908 2.794 -2.648
H 2.771 2.967 2.610
C 2.339 0.459 -3.983
C 3.296 5.029 -1.839
H 1.907 -0.069 -4.832
H -3.255 3.016 -1.241
H -2.923 3.503 1.474
S 1.910 -2.717 -0.679
C 3.366 3.865 -1.090
C -1.581 -3.311 4.034
H -1.720 -5.253 -2.842
C -1.579 -0.548 4.366
H 2.688 1.843 -0.893
C 1.832 3.954 -3.401
C -1.623 6.365 0.222
H 3.827 5.909 -1.510
C 3.005 -0.492 -3.000
C -2.152 0.399 6.997
H 1.208 3.969 -4.282
Cr -0.169 -0.496 0.419
H -2.339 -4.834 1.984
H -1.801 7.431 0.212
C 2.668 2.739 -1.493
C -2.706 -0.739 -1.203
H 3.056 -2.287 -4.210
H -0.894 -7.417 -2.018
H 3.957 3.840 -0.188
C 0.966 -4.195 -1.111
H -2.039 -3.391 6.114
C 1.428 -5.408 -0.624
H 3.029 -3.914 -2.461
C -1.031 2.148 0.081
H -2.351 0.451 8.065
C 1.870 1.373 1.744
C -1.843 -2.774 5.255
H 1.114 -7.523 -0.595
H -2.509 -1.802 -1.162
H -3.285 5.940 1.497
C -1.296 -1.076 3.084
N -1.824 0.041 -0.591
C 2.618 -1.947 -3.268
H 3.462 1.418 2.989
O -1.074 -0.250 2.127
C 3.062 -2.872 -2.152
O -0.650 -2.427 0.655
H -1.549 0.527 4.454
C -2.026 1.377 -0.600
H -0.676 -5.155 1.457
N 2.868 1.985 2.408
```

Calculated values
Largest force on an atom = 0.061 Eh/bohr
Net charge = +1
Highest occupied orbital energy (alpha / beta) = -10.1 / -10.1 eV
Molar mass = 778.94 g mol⁻¹
Energy = -4304.90222 hartree
Energy relative to the best compared isomer or geometry (same formula, charge and spin) = 0.666 eV
Spin multiplicity = 2
HOMO-LUMO gap (alpha / beta) = 6.9 / 7.1 eV